Computed, not measured: the molecule C3H2N2O2 in a non-equilibrium geometry, with ωB97M-V/def2-TZVPD.

Properties
HOMO energy (spin up / spin down)	-9.996 / -9.997	eV
total energy	-375.33795	hartree
gap between HOMO and LUMO (spin up / spin down)	8.0 / 8.0	eV

Positions of all 9 atoms, in Å:
N  0.59  0.55  0.32
H  2.67  0.98  -0.41
C  -1.82  0.21  -0.04
C  -0.39  -0.35  0.05
O  -0.22  -1.55  -0.05
H  -2.11  0.88  0.83
C  1.91  0.27  -0.08
N  1.92  -0.89  0.31
O  -2.55  -0.11  -0.94